[1]
{"formula": "C30H15ClN4O4S7W", "method": "wB97M-V/def2-TZVPD", "de_lowest_kj_mol": 49.29, "mol_weight_g_mol": 939.24, "orbital_gap_ev": [5.85, 5.85], "homo_energy_ev": [-8.2, -8.2], "charge": 0, "multiplicity": 1, "symbols": ["W", "Cl", "S", "S", "S", "S", "S", "S", "S", "O", "O", "O", "O", "N", "N", "N", "N", "C", "C", "C", "C", "C", "C", "C", "C", "C", "C", "C", "C", "C", "C", "C", "C", "C", "C", "C", "C", "C", "C", "C", "C", "C", "C", "C", "C", "C", "C", "H", "H", "H", "H", "H", "H", "H", "H", "H", "H", "H", "H", "H", "H", "H"], "positions_angstrom": [[0.81787, -0.08178, 0.01205], [-6.49759, 0.81533, -1.21377], [0.59212, 1.73627, -1.67259], [2.17606, -0.78414, 1.85613], [2.94310, 1.39283, -0.20506], [0.91606, 1.83702, 1.65929], [3.70441, -3.29660, 2.55597], [1.82541, -4.96626, 0.95826], [0.22792, -2.52272, 0.17700], [-4.00931, 0.99755, 6.23275], [3.85093, -5.92258, 2.35518], [-1.01370, 0.06914, 0.63438], [-4.59835, 3.00176, 5.52362], [1.06889, 5.08374, -3.27824], [4.90744, 4.47972, -1.07931], [2.23757, -1.15088, -1.35326], [-0.35643, -0.72460, -1.81296], [-0.49891, 1.77647, 2.73075], [-2.27248, 3.04111, 3.77769], [-4.55421, 0.73380, 0.67486], [1.55295, -3.24391, 0.98993], [-4.86582, 0.57356, -0.68014], [3.27048, -4.93880, 2.01139], [-1.91602, 0.75097, 4.39130], [1.73040, 4.44990, -2.58244], [2.10282, 2.46178, -1.25525], [3.94601, -2.40539, -3.17365], [2.54567, 3.66344, -1.71246], [-0.09624, -1.74965, -4.07243], [-3.79222, 1.91566, 5.49495], [-3.26693, 0.56376, 1.13044], [-0.85480, 0.67541, 3.51122], [0.40704, -1.31964, -2.87182], [2.07151, -2.51333, -4.78643], [-2.57549, 0.03099, -1.12444], [-3.89441, 0.21506, -1.57555], [3.84701, 4.13341, -1.35951], [-2.25547, 0.23298, 0.22092], [-1.21713, 2.96114, 2.88162], [2.40792, -2.48958, 1.70732], [2.60641, -2.13313, -3.53584], [-2.64737, 1.93156, 4.52757], [1.77285, -1.51557, -2.58884], [-1.60282, -0.46627, -2.04052], [3.48400, -1.44851, -1.04198], [4.37358, -2.08550, -1.92395], [0.74606, -2.32601, -5.04288], [-5.34259, 0.99201, 1.36915], [4.60407, -2.87813, -3.89133], [-1.98805, -0.67049, -3.03314], [-4.13904, 0.06444, -2.61895], [-2.20268, -0.10197, 4.99112], [-4.31530, 3.64704, 4.87127], [-1.14655, -1.67419, -4.30706], [5.38053, -2.28636, -1.59000], [-3.02464, 0.67455, 2.17552], [-0.30670, -0.25115, 3.41617], [-2.78493, 3.99370, 3.85975], [2.72286, -2.97639, -5.51559], [-0.94533, 3.82364, 2.28713], [3.82165, -1.15843, -0.05935], [0.31991, -2.63780, -5.98596]]}

=====

[2]
{"formula": "C30H16AuF9IN3O", "method": "wB97M-V/def2-TZVPD", "mol_weight_g_mol": 929.33, "orbital_gap_ev": [6.56, 5.51], "homo_energy_ev": [-8.0, -8.3], "charge": 0, "multiplicity": 3, "symbols": ["Au", "I", "F", "F", "F", "F", "F", "F", "F", "F", "F", "O", "N", "N", "N", "C", "C", "C", "C", "C", "C", "C", "C", "C", "C", "C", "C", "C", "C", "C", "C", "C", "C", "C", "C", "C", "C", "C", "C", "C", "C", "C", "C", "C", "C", "H", "H", "H", "H", "H", "H", "H", "H", "H", "H", "H", "H", "H", "H", "H", "H"], "positions_angstrom": [[0.97729, -1.46683, -0.22368], [1.68394, -3.81392, 1.01155], [1.82873, 1.57664, 1.32538], [3.70749, 2.23565, 2.13052], [3.39966, 1.60477, -0.66759], [4.18514, -0.33260, -1.13635], [5.40411, 1.10511, -0.10991], [4.45054, -1.12154, 3.06393], [5.67451, 0.49683, 2.37410], [5.58086, -1.33321, 1.25477], [2.55083, 0.73766, 3.15107], [2.80989, -1.00499, 0.94543], [-2.97545, 7.97744, 0.46895], [-0.51610, -0.59074, 1.03948], [0.84026, 0.26290, -1.45375], [0.28431, 2.27590, -2.30069], [-1.34335, 2.92236, 0.01534], [1.16983, 1.67411, -3.16042], [-1.91932, -0.28095, 2.74661], [-0.67984, -5.72651, 0.79490], [-1.00957, -1.15024, 2.13185], [2.93908, 1.15603, 1.94670], [-1.05185, 0.66060, 0.89631], [-2.75615, 4.72832, -0.69688], [3.63182, 0.02123, 1.14492], [-2.21122, 5.53961, 0.29927], [4.16874, 0.61319, -0.19578], [1.49491, 0.43230, -2.58996], [-2.63172, 6.88668, 0.40744], [-0.92798, -3.81930, -0.70627], [0.06303, 1.37080, -1.22517], [-0.83458, 3.72090, 1.03714], [-0.77281, 1.56722, -0.12841], [-0.22702, -4.54012, 0.28327], [-1.23565, -1.99351, -2.25323], [-1.95020, 0.86052, 1.97849], [-2.13112, -4.41717, -1.19878], [-1.25390, 5.02787, 1.17729], [-2.31837, 3.42631, -0.83925], [-2.38143, -2.61093, -2.78141], [-2.83393, -3.78053, -2.24177], [-2.58609, -5.63303, -0.64899], [-1.88453, -6.27069, 0.33396], [-0.52906, -2.57782, -1.24159], [4.85122, -0.47886, 1.97124], [2.19000, -0.30631, -2.94748], [-0.16701, 3.24263, -2.39472], [-2.54234, 1.73874, 2.13871], [-0.71554, -2.13305, 2.44570], [-0.84031, 5.65127, 1.95558], [-2.73818, 2.79683, -1.61040], [-3.51029, 5.13260, -1.35736], [-3.50019, -6.06147, -1.03179], [-0.08877, 3.30558, 1.69580], [-3.74160, -4.24183, -2.60122], [-0.10307, -6.24484, 1.54292], [-2.47677, -0.48721, 3.63629], [-2.90686, -2.13913, -3.59862], [1.55555, 2.06288, -4.08066], [-0.92143, -1.04740, -2.66825], [-2.22816, -7.20677, 0.74547]]}

=====

[3]
{"formula": "C30H16Cl2F2N6O3Sr", "method": "wB97M-V/def2-TZVPD", "de_lowest_kj_mol": 21.47, "mol_weight_g_mol": 705.02, "orbital_gap_ev": 6.50, "homo_energy_ev": -2.0, "charge": -2, "multiplicity": 1, "symbols": ["Sr", "Cl", "Cl", "F", "F", "O", "O", "O", "N", "N", "N", "N", "N", "N", "C", "C", "C", "C", "C", "C", "C", "C", "C", "C", "C", "C", "C", "C", "C", "C", "C", "C", "C", "C", "C", "C", "C", "C", "C", "C", "C", "C", "C", "C", "H", "H", "H", "H", "H", "H", "H", "H", "H", "H", "H", "H", "H", "H", "H", "H"], "positions_angstrom": [[0.52886, -0.32449, -0.00866], [-2.28910, -5.66819, -4.02898], [0.88878, -6.16538, -4.26938], [0.96003, 3.40251, 4.88996], [-1.89171, 4.78895, 1.46949], [-3.47217, -2.71477, -0.39621], [3.44246, -3.79041, -0.82087], [3.90228, 1.48784, -2.69971], [1.85581, 0.89458, -1.59399], [1.51377, -2.45988, -0.72459], [-1.22588, -2.05850, -0.46838], [-1.85775, -0.54566, 1.82390], [3.05824, -0.82497, 1.02055], [-1.30141, 1.37349, -0.72935], [5.10346, 0.41043, 1.13714], [0.22028, -4.97836, -3.16246], [3.79889, 0.16926, 1.52051], [0.84767, 2.10374, 2.90009], [-2.49824, -2.00542, -0.07986], [4.92322, -1.46180, -0.33050], [-0.46705, 4.11578, 3.17128], [-2.80577, -0.91553, 0.95716], [1.09703, -4.24859, -2.37331], [-1.56748, 3.70631, -1.07339], [-2.18207, 0.35076, 2.76263], [-0.57691, 2.80841, 1.10500], [-1.13742, -4.76815, -3.05930], [2.79378, -2.77064, -0.53043], [0.45289, 3.19807, 3.63599], [3.61392, -1.63017, 0.10433], [2.86812, 1.19327, -2.14461], [0.64490, -3.28518, -1.47081], [-0.77441, -3.06438, -1.36368], [0.32893, 1.83964, 1.61938], [-1.84438, 1.14971, -1.93199], [-4.39330, 0.58671, 1.92049], [-4.08961, -0.37597, 0.97940], [-0.95010, 3.88630, 1.89687], [-1.17304, 2.63112, -0.27111], [-3.42427, 0.95035, 2.84816], [-2.29823, 2.16346, -2.75195], [-1.62587, -3.82859, -2.16285], [-2.12937, 3.46584, -2.31089], [5.67026, -0.42278, 0.18261], [-1.41880, 4.71537, -0.72469], [2.15744, -4.43633, -2.43792], [-2.68903, -3.68444, -2.06857], [-4.80710, -0.73437, 0.25461], [-2.42982, 4.29969, -2.93556], [6.67902, -0.24693, -0.17270], [1.54531, 1.41946, 3.38320], [5.64125, 1.25224, 1.55295], [5.30286, -2.14506, -1.07574], [-1.91242, 0.10790, -2.23477], [-0.79893, 4.95898, 3.75971], [-5.37494, 1.04764, 1.93751], [3.30429, 0.82297, 2.22879], [-2.73730, 1.93043, -3.71298], [-1.39083, 0.62544, 3.44974], [-3.60912, 1.69829, 3.60872]]}

=====

[4]
{"formula": "C30H17N3O11V", "method": "wB97M-V/def2-TZVPD", "de_lowest_kj_mol": 55.82, "mol_weight_g_mol": 646.42, "orbital_gap_ev": 5.63, "homo_energy_ev": -5.5, "charge": -1, "multiplicity": 1, "symbols": ["V", "O", "O", "O", "O", "O", "O", "O", "O", "O", "O", "O", "N", "N", "N", "C", "C", "C", "C", "C", "C", "C", "C", "C", "C", "C", "C", "C", "C", "C", "C", "C", "C", "C", "C", "C", "C", "C", "C", "C", "C", "C", "C", "C", "C", "H", "H", "H", "H", "H", "H", "H", "H", "H", "H", "H", "H", "H", "H", "H", "H", "H"], "positions_angstrom": [[0.39178, 0.42739, 0.97575], [-0.70351, 1.56869, 1.90121], [-0.45691, -0.95833, 1.86847], [-0.14775, -3.54649, 2.21912], [0.85052, 3.72573, -0.73646], [0.68174, 3.99013, -5.88459], [1.16946, 1.66215, 0.04126], [-1.90372, 2.44619, 3.54016], [-4.73033, -0.33475, 6.32829], [-1.85974, -4.58815, 2.99741], [-4.62992, -2.48210, 6.20747], [1.01623, 2.03713, -6.98616], [2.12439, 0.82362, -2.26961], [-1.20871, -3.58023, 2.80011], [-4.29395, -1.36663, 5.86260], [1.42157, 2.10801, -4.66443], [2.00216, 0.84987, -4.65830], [-1.01872, 0.29972, -1.68863], [2.10240, -0.20598, 1.77253], [2.35424, 0.26177, -3.45023], [-1.61074, 1.56908, -1.47329], [3.42058, -0.95598, 3.62736], [-3.27257, -1.25845, 4.81517], [3.18272, -0.36156, 0.91197], [2.21059, -0.49987, 3.12623], [1.55335, 2.03442, -2.28524], [0.99928, 2.79294, -5.99577], [0.07107, -2.25371, -2.19015], [-2.43097, 1.58648, -3.74141], [1.21131, 2.72332, -3.43662], [4.38291, -0.84304, 1.42263], [-0.64411, -1.61894, -3.16114], [-1.19495, -0.33102, -2.94538], [-1.77028, -2.31637, 3.30660], [-1.33430, -1.06261, 2.82220], [0.32227, -1.60527, -0.95892], [4.50137, -1.13445, 2.77325], [-0.22339, -0.37633, -0.72496], [-2.74102, -2.41551, 4.27914], [-1.90723, 0.34718, -3.96346], [1.19161, 2.60922, -0.96009], [-1.89964, 0.09248, 3.39926], [-2.85699, -0.00867, 4.39060], [-2.29003, 2.19698, -2.47762], [-1.49495, 1.47157, 2.96850], [3.09089, -0.09528, -0.13746], [-3.06862, -3.38649, 4.61788], [0.91617, -2.11223, -0.20591], [-1.50769, 2.05903, -0.51293], [-3.26897, 0.89328, 4.82004], [-0.80667, -2.09396, -4.12130], [5.44166, -1.50038, 3.16569], [-2.70614, 3.18109, -2.30788], [3.51561, -1.18210, 4.68175], [-2.00883, -0.12921, -4.93090], [5.22983, -0.97366, 0.76089], [-2.94984, 2.10808, -4.53431], [2.82572, -0.71627, -3.42679], [2.15502, 0.34869, -5.60495], [1.36399, -0.38504, 3.79323], [0.76100, 3.70569, -3.39960], [0.47973, -3.24087, -2.36229]]}